Entry 1:
59
Properties=species:S:1:pos:R:3:forces:R:3:nbo_charge:R:1 method="wB97M-V/def2-TZVPD" lumo_ev="-1.8 / -1.8" gap_ev="5.22 / 5.22" multiplicity=1 total_charge=0 homo_ha="-0.2592 / -0.2592"
O -1.52374 0.06062 -1.55237 0.217 0.479 0.321 -0.54
C -2.20941 0.45408 -0.41943 -0.059 0.014 0.375 0.36
N 2.11650 -2.90730 -0.17238 -2.345 1.128 -1.166 -0.63
H -3.29079 -3.19165 -5.23327 -0.017 -0.020 -0.061 0.21
H 3.04538 -3.04523 0.17625 -0.087 -0.316 0.167 0.47
H -1.87073 0.15220 2.92537 0.065 -0.021 0.100 0.23
C -2.04894 -0.79871 -2.47231 -0.115 -0.671 -1.070 0.24
H -0.90840 -2.58918 -5.11796 0.077 -0.069 -0.102 0.21
H 3.35855 -1.45567 -2.82216 0.042 0.030 0.011 0.23
C -3.83303 -2.01041 -3.53000 0.074 -0.174 -0.208 -0.25
H -4.07782 -0.77296 -1.80174 -0.022 0.031 0.030 0.22
C 1.88254 1.09263 1.11468 0.180 -0.425 -1.231 -0.17
S 1.93914 2.02166 6.95225 0.291 0.210 -0.230 0.19
C -1.60985 -2.16645 -4.41707 0.325 0.214 0.453 -0.24
H -0.86911 0.75037 8.83829 -0.002 0.021 0.020 0.24
C 1.10835 -1.19027 -6.22172 0.096 0.033 0.715 -1.12
C 0.39498 1.14934 7.17585 0.257 0.241 -0.284 0.43
H 3.78980 0.74501 5.23210 0.050 -0.079 0.035 0.22
Pt 1.05054 -0.41446 -1.54141 -0.884 -1.585 0.166 0.87
C -3.88146 1.72967 0.71637 -0.013 0.006 -0.022 -0.20
H -3.67519 1.66896 -1.41791 0.019 -0.050 -0.090 0.23
H 2.72488 -2.89276 -3.61864 -0.150 -0.193 0.018 0.23
H 1.27171 1.66533 -4.79463 -0.237 0.094 -0.001 0.24
H -3.83855 1.64112 2.85149 -0.020 0.021 0.087 0.22
C -3.37730 1.30694 1.93430 -0.063 0.061 0.097 -0.23
H 0.56720 -0.27114 8.72606 0.050 -0.040 0.008 0.25
H 1.86028 -0.76688 -6.87930 0.243 0.132 -0.050 0.24
H 0.74300 1.40254 9.27287 -0.012 -0.019 0.067 0.23
C 2.01981 1.53416 2.44804 0.056 0.076 0.589 -0.02
H 3.79634 0.37444 2.78076 -0.007 -0.050 -0.049 0.22
O -0.35071 0.93460 6.26394 -0.338 -0.308 0.146 -0.55
C -2.27471 0.46868 1.97584 -0.051 0.012 0.073 -0.19
C -1.10676 -1.31417 -3.41775 -1.700 -0.389 0.441 0.14
N 0.19774 -1.01892 -3.28474 1.721 0.387 -0.242 -1.11
H -4.72773 2.39938 0.67931 -0.076 0.049 0.023 0.21
C 1.07783 2.38516 3.03282 0.060 0.025 -0.106 -0.21
C 0.19332 0.74473 8.60284 -0.258 -0.050 0.119 -0.72
C -1.68699 0.04097 0.80086 0.004 -0.117 -0.324 -0.27
C 1.09392 2.61538 4.39361 0.112 0.019 -0.006 -0.13
H 0.31677 2.83765 2.41441 -0.068 -0.030 -0.065 0.22
C 3.03959 0.99340 3.24055 -0.053 0.054 -0.105 -0.21
C 2.04622 1.97915 5.17397 -0.053 0.022 0.620 -0.21
C 1.77620 0.55164 0.02655 -0.184 0.069 0.785 -0.36
H 1.06885 -2.25721 -6.41713 -0.038 -0.211 -0.025 0.23
C 3.04119 1.20071 4.60152 -0.027 0.092 0.053 -0.21
C -3.38378 -1.15430 -2.53643 0.120 0.184 0.183 -0.23
H 2.96394 1.25195 -4.59641 0.272 0.075 -0.028 0.23
C -2.94133 -2.51411 -4.46703 -0.476 0.097 0.009 -0.22
C 1.96230 1.04052 -4.23678 0.039 -0.886 -0.135 -1.09
H 3.81832 -1.82615 -4.47747 0.166 0.062 -0.184 0.24
H 0.15226 -0.75729 -6.49895 -0.201 0.074 -0.012 0.24
C -3.29948 1.31267 -0.46929 0.207 -0.076 -0.184 -0.29
H -4.87709 -2.28223 -3.56601 -0.069 -0.050 0.019 0.21
H 0.35645 3.25642 4.85350 -0.059 -0.028 0.019 0.22
H -0.81172 -0.59789 0.80482 -0.069 0.062 0.037 0.23
H 1.91853 1.34628 -3.18345 0.040 0.118 0.112 0.21
C 2.99436 -1.85222 -3.77093 -0.475 0.432 -0.244 -1.11
Si 1.50906 -0.81884 -4.39870 0.286 0.290 -0.245 1.75
C 1.27878 -2.24198 -0.67586 3.156 0.940 0.573 0.38

***

Entry 2:
69
Properties=species:S:1:pos:R:3:forces:R:3:mulliken_spin:R:1 method="wB97M-V/def2-TZVPD" lumo_ev="-0.5 / -1.6" gap_ev="6.92 / 6.13" multiplicity=6 total_charge=0 homo_ha="-0.2725 / -0.2840"
C 2.69554 1.90658 -0.01002 0.083 0.091 0.030 0.00
H -1.77556 -1.61700 4.75336 0.005 -0.006 -0.001 0.00
H 2.77400 -1.66902 1.92557 -0.003 0.004 0.000 0.00
C -4.03324 -2.51114 0.53914 0.042 0.062 -0.050 0.00
N 2.14973 -0.42658 -0.72740 -0.018 -0.014 -0.212 -0.01
H -4.17799 -1.78957 -2.39260 -0.029 0.031 -0.011 0.00
H -3.64480 1.42208 -0.20367 0.012 -0.013 -0.024 0.00
C -3.28779 -1.21592 -2.12411 0.053 0.018 -0.036 0.01
N 0.24563 -0.89902 1.59195 -0.102 -0.116 -0.114 0.01
C 2.37767 -1.01470 2.70418 0.058 -0.016 0.021 0.01
H 2.81613 -1.29973 3.65906 0.000 0.002 0.000 0.00
H 2.41862 1.77328 1.05106 -0.030 0.001 -0.061 0.08
H -1.07227 5.14474 1.83359 0.020 -0.005 -0.010 0.01
H 5.92784 3.16413 -0.40505 0.005 -0.007 -0.002 0.00
H -3.33962 -0.25122 -2.63098 -0.009 0.020 0.007 0.00
C -0.06038 -4.67757 -1.69780 -0.070 0.038 0.012 0.01
H -2.94140 -1.27804 2.61237 -0.051 0.014 -0.022 0.00
C 5.42977 1.11260 -0.81350 -0.007 -0.069 -0.003 0.43
C 0.88001 -1.10476 2.74352 -0.039 0.093 0.109 0.00
S 0.99566 4.13263 0.02138 -0.033 -0.023 0.002 0.13
C -4.14797 0.55647 0.23305 0.040 -0.096 -0.068 0.00
S 4.38263 -1.45484 -1.38420 -0.092 0.009 0.035 0.01
C -0.44799 3.47554 0.66832 0.043 -0.071 -0.033 0.27
H 2.02469 1.78174 -2.49522 -0.025 -0.012 -0.013 0.00
N 0.03505 -0.11425 -2.88640 -0.186 0.228 0.270 0.02
Se -1.78026 2.21903 -3.20184 0.223 -0.186 -0.026 0.01
N 0.27275 1.62145 -0.28879 0.071 -0.294 -0.191 0.50
C 5.12843 2.43453 -0.42235 -0.076 0.110 0.031 -0.14
H -5.17907 0.54363 -0.12825 -0.010 -0.016 -0.004 0.00
C 4.35260 0.20987 -0.88770 0.027 0.000 0.010 -0.11
H -1.93793 3.63355 2.12671 -0.009 0.002 -0.014 0.01
H 3.70845 3.86476 0.20479 -0.013 -0.006 0.019 0.01
H 0.71515 -1.54521 4.83977 0.015 -0.004 -0.004 0.00
C 0.18656 -1.37908 3.91191 0.062 0.020 -0.035 0.02
H -2.42121 -1.74206 -2.52963 -0.029 0.020 0.036 0.00
N -1.55219 -0.86710 0.22561 -0.349 0.006 0.157 0.06
C -1.86548 -1.23293 2.66033 0.093 0.012 0.060 0.02
C 1.42657 2.48343 -0.69405 -0.022 0.082 0.175 -0.02
C 3.05982 0.56739 -0.56810 0.006 -0.030 0.106 0.24
Fe 0.06453 -0.46890 -0.69818 0.667 -0.244 -0.261 3.27
C 2.68113 -1.55285 -1.14459 0.075 0.165 0.024 0.04
C 0.43534 -2.38995 -1.15829 -0.173 0.369 0.145 -0.29
H -3.00998 3.80589 -0.13966 -0.003 0.003 0.004 -0.01
H -3.38632 5.22390 0.85507 0.002 -0.004 0.003 0.00
H 6.43523 0.81543 -1.07051 0.004 0.010 -0.007 0.02
H 0.79441 2.87501 -2.57883 0.005 0.006 0.013 0.01
C 1.28682 -4.95461 -1.88672 0.050 -0.003 -0.013 0.00
C -2.58743 4.68413 0.34739 -0.034 0.026 -0.031 0.04
H 1.60423 -5.94966 -2.16768 0.006 -0.002 0.001 0.00
H -0.79441 -5.46264 -1.83154 0.008 -0.007 0.001 0.00
H -4.75217 -2.95801 -0.15141 -0.004 0.015 -0.005 0.00
H -1.54268 -3.22031 -1.19179 0.009 -0.006 0.026 -0.02
C -1.09737 -0.99875 1.50366 0.060 -0.031 0.038 -0.01
H -4.17185 0.68773 1.31663 0.023 -0.014 0.031 0.00
C -1.50638 4.26835 1.35086 0.041 0.012 0.028 0.00
C 2.22100 -3.94921 -1.71424 -0.027 -0.011 0.007 0.02
Si -3.22727 -1.00024 -0.26920 -0.075 0.035 0.041 0.00
C 1.79355 -2.67372 -1.35095 0.011 -0.194 -0.078 0.00
H -2.17253 5.32936 -0.42738 0.007 0.000 0.003 0.00
N -0.64155 2.18999 0.41962 -0.164 0.028 0.066 0.01
H -4.57714 -2.25912 1.45085 -0.006 0.006 0.014 0.00
H -3.29987 -3.27918 0.79609 0.022 0.012 -0.017 0.00
H 3.27605 -4.15472 -1.85775 0.005 0.017 -0.006 0.00
H 2.69878 0.00374 2.47232 -0.021 -0.016 0.002 0.00
N 1.65348 2.63316 -2.08786 -0.073 -0.041 -0.065 0.05
C -0.69902 0.79006 -3.03748 -0.148 0.102 -0.072 0.03
C -0.48810 -3.40283 -1.33655 0.043 -0.122 0.023 -0.07
C 3.87536 2.83423 -0.07927 0.096 -0.014 -0.019 0.35
C -1.20396 -1.42395 3.85340 -0.063 0.021 -0.045 0.00

***

Entry 3:
57
Properties=species:S:1:pos:R:3:forces:R:3:mulliken_spin:R:1 method="wB97M-V/def2-TZVPD" lumo_ev="0.7 / -0.6" gap_ev="6.48 / 7.01" multiplicity=4 total_charge=0 homo_ha="-0.2133 / -0.2806"
C -0.93096 2.09131 -2.85482 0.743 1.593 0.135 0.00
C -2.85761 0.66599 1.40218 -0.448 0.041 -0.054 0.02
H 3.35484 -0.36735 -3.18321 -0.111 -0.106 -0.211 0.00
H 1.63849 2.29776 -1.84028 0.105 -0.156 0.083 0.00
H -1.45497 2.58910 -3.69938 -0.014 -0.289 0.653 0.00
H 0.07737 1.89383 -3.23637 -0.207 -0.395 0.026 0.00
C -0.40827 -3.47820 -1.97595 0.212 -0.367 0.195 0.05
C 1.44414 3.25303 3.63444 0.082 -0.592 0.294 -0.11
C -3.24048 -1.74501 -0.00656 -0.398 0.251 -0.211 0.00
H -2.14983 0.12284 -4.41395 0.894 -0.101 -0.407 0.00
C 1.91510 2.49597 4.73227 0.144 1.023 0.430 0.21
C 0.99248 2.60735 2.50594 0.038 -0.660 0.282 0.17
H -1.26068 -1.11983 3.20829 -0.213 -0.173 -0.387 0.00
H -1.41153 -2.68253 2.37695 0.054 -0.158 -0.027 -0.01
C 1.50090 0.42307 3.60176 -0.289 0.108 -0.800 0.20
H 2.20276 -1.70434 -2.88512 0.019 -0.129 -0.022 0.00
H 2.30059 0.53420 5.55408 0.084 0.102 0.195 0.00
H 4.41768 -0.40513 -0.82594 0.298 -0.225 0.354 0.00
H -2.30150 1.21648 2.15893 0.193 -0.046 -0.033 0.00
H 3.53830 -0.13108 0.74071 0.024 -0.305 -0.602 0.00
N 0.65039 0.54380 1.39472 0.460 0.905 1.143 0.17
C 1.93963 1.10081 4.70886 -0.030 0.178 0.025 -0.09
H 2.50740 2.20245 -0.29140 -0.036 -0.161 -0.060 0.00
O -0.69972 -0.03522 -1.70749 -1.499 0.989 -0.666 0.13
H -3.03593 1.33329 0.55437 0.104 -0.120 0.033 0.00
H 1.50203 -0.67673 3.50378 0.046 0.715 0.158 0.02
H -3.83746 0.39379 1.83157 0.329 0.023 -0.157 0.00
H -2.91919 -2.75272 -0.23309 0.129 -0.237 -0.051 0.00
C -1.64779 0.87789 -2.31426 0.242 -0.264 -0.803 -0.01
H 1.59858 -0.16125 -3.54666 0.289 -0.211 0.280 0.01
H 2.26928 3.03016 5.62887 -0.198 -0.337 -0.521 0.02
H 3.38624 1.89993 -1.82506 -0.240 0.241 0.138 0.00
H -3.40271 0.84261 -3.50683 -0.303 0.489 -0.121 0.00
H -2.51189 1.33457 -1.78260 0.912 -0.624 1.533 0.01
H -1.50798 -3.34869 -1.98450 0.613 -0.081 -0.185 0.00
H 3.40079 -1.71346 -0.09926 0.129 -0.032 -0.029 -0.01
H -0.26352 -3.53990 0.68154 -0.149 -0.840 0.639 0.02
C 3.52290 -0.64366 -0.24426 0.348 0.725 -0.105 0.03
H 1.76458 -3.12602 -0.48023 0.929 -0.701 0.055 0.03
H -2.87758 -1.82029 2.91225 0.069 -0.069 0.058 0.00
C -1.87042 -1.70888 2.49995 -0.211 0.283 0.418 0.02
H -0.14729 -4.55995 -1.92893 -0.356 0.580 -0.406 0.00
H -4.14781 -1.78967 0.60773 0.154 -0.018 -0.065 0.00
H 1.42078 4.33467 3.64859 0.118 0.025 0.253 -0.01
H -2.88584 -0.69617 -3.06702 0.001 -0.756 0.139 0.00
H 0.61708 3.11521 1.61890 0.093 0.008 0.241 0.02
C 2.33806 -0.62738 -2.87470 -0.047 0.427 -0.284 0.00
H -0.79428 2.84306 -2.03370 -0.085 -0.454 -0.685 0.00
C 2.42822 1.77699 -1.29468 0.551 -0.026 -0.389 0.02
Re 0.23280 -0.53493 0.04988 -3.108 2.877 -2.957 2.19
P -1.95232 -0.84637 0.89919 -0.916 -0.056 1.372 -0.01
Si 0.36268 -2.77706 -0.38132 -0.376 -2.033 -1.065 0.00
C 1.02302 1.18049 2.48099 0.463 -0.035 0.748 -0.09
P 2.11559 -0.01223 -1.19743 0.943 0.102 0.543 0.01
C -2.50653 0.24795 -3.41059 -0.377 -0.527 0.286 0.01
H -3.49404 -1.23814 -0.94830 0.204 -0.098 0.260 0.00
H 0.05546 -3.00639 -2.86283 -0.405 -0.303 0.331 0.00

***

Entry 4:
21
Properties=species:S:1:pos:R:3:forces:R:3:nbo_charge:R:1 method="wB97M-V/def2-TZVPD" lumo_ev=1.0 gap_ev=8.90 smiles="C=CC(N)(N)N(C)C" multiplicity=1 total_charge=0 homo_ha=-0.2915
C 0.49176 -0.51657 0.64917 -1.531 0.423 -2.147 0.40
C -0.70510 -0.66800 -1.79503 0.469 -0.280 0.505 -0.42
H -0.76485 1.98289 -1.61075 0.039 -0.032 0.089 0.20
H 0.20753 -0.90901 -2.37011 -0.049 -0.049 -0.121 0.15
N 1.88632 -0.58290 0.38822 0.119 0.058 0.013 -0.83
C -1.03448 0.93950 1.91081 0.486 -0.344 0.840 -0.35
N 0.00675 -1.81566 0.96313 -0.080 -0.252 -0.177 -0.82
H 2.28994 0.32891 0.22890 0.010 -0.015 -0.156 0.37
H -1.19147 -1.59600 -1.49280 0.048 -0.092 -0.061 0.19
H 0.90925 1.41013 -1.69631 0.025 0.054 -0.068 0.15
C 0.01649 1.46082 -1.04775 0.487 -0.165 0.145 -0.43
H -1.89331 0.58964 1.36504 0.055 0.074 -0.440 0.21
H 0.28132 2.05557 -0.17139 -0.121 0.075 -0.124 0.21
C 0.18113 0.41295 1.76223 -0.654 1.131 -0.127 -0.22
H 0.23005 -2.49298 0.24749 -0.041 -0.103 -0.080 0.36
H -1.23801 1.68892 2.65924 0.103 0.026 0.279 0.20
H 2.12291 -1.21883 -0.36215 -0.006 0.116 -0.044 0.37
N -0.44297 0.15606 -0.63528 0.559 -0.756 1.437 -0.51
H 1.03286 0.73354 2.34583 -0.028 0.055 0.218 0.21
H -0.99118 -1.80845 1.12910 0.045 0.039 -0.039 0.38
H -1.39494 -0.15055 -2.46761 0.067 0.038 0.059 0.20

***

| no. | strongest force on any atom (Eh/bohr) |
| --- | --- |
| 1 | 0.06500 |
| 2 | 0.01471 |
| 3 | 0.10044 |
| 4 | 0.05195 |